(1)
Computed, not measured: the molecule C13H21N5O2 at a distorted geometry, with ωB97M-V/def2-TZVPD.

Last column: Mulliken charge in e.
Element x y z (Å)
O (-0.919, -3.417, 3.266)  -0.67
O (-3.326, -0.522, 0.730)  -0.68
N (-0.574, 0.632, -0.211)  0.08
N (-2.042, -1.939, 1.970)  -0.06
N (1.308, -0.278, 0.598)  -0.70
N (1.520, 1.541, -0.893)  0.12
N (0.292, -1.947, 2.020)  -0.01
C (1.563, -2.453, 2.485)  -1.07
C (0.246, -0.917, 1.131)  0.76
C (-0.945, -0.393, 0.653)  0.14
C (-2.213, -0.887, 1.062)  0.13
C (-0.489, 1.772, -4.013)  -1.24
C (2.957, 1.407, -0.984)  -0.73
C (-0.878, 0.501, -3.265)  -0.26
C (-1.505, 1.439, -0.958)  -1.24
C (-0.886, -2.499, 2.475)  0.49
C (3.638, 2.775, -0.977)  -0.44
C (3.340, 3.588, -2.232)  -1.13
C (-1.982, 0.733, -2.232)  -0.52
C (0.783, 0.642, -0.206)  0.23
H (-1.043, 2.403, -1.181)  0.54
H (2.119, -1.655, 2.977)  0.31
H (3.598, 3.021, -3.125)  0.30
H (3.267, 0.819, -0.120)  0.39
H (2.146, -2.818, 1.639)  0.31
H (-0.003, 0.067, -2.774)  0.24
H (0.334, 1.576, -4.697)  0.32
H (3.315, 3.328, -0.094)  0.27
H (-2.373, 1.608, -0.315)  0.39
H (2.289, 3.861, -2.285)  0.29
H (3.237, 0.861, -1.895)  0.27
H (1.069, 2.007, -1.664)  0.03
H (-0.185, 2.567, -3.335)  0.24
H (-1.231, -0.232, -3.993)  0.37
H (-1.333, 2.139, -4.593)  0.39
H (4.715, 2.616, -0.899)  0.36
H (1.362, -3.262, 3.184)  0.41
H (3.922, 4.506, -2.232)  0.36
H (-2.896, -2.357, 2.320)  0.23
H (-2.778, 1.332, -2.677)  0.46
H (-2.414, -0.223, -1.935)  0.31

Calculated values
- structure (SMILES) = CCCCn1c(NCCC)nc2c1c(=O)[nH]c(=O)n2C
- net charge = 0

=====

(2)
Computed, not measured: the molecule C13H21N5O4 at a distorted geometry, with ωB97M-V/def2-TZVPD.

Last column: Mulliken charge in e.
Element x y z (Å)
O (-3.016, -1.398, 3.037)  -0.65
O (-0.146, 2.216, 1.796)  -0.78
O (2.572, 1.712, -1.801)  -0.71
O (0.323, 0.663, -2.934)  -0.64
N (-0.265, 1.084, -0.173)  0.04
N (2.170, -0.631, 0.763)  -0.37
N (-1.775, 0.415, 3.025)  -0.20
N (2.321, -2.674, -0.004)  -0.06
N (2.420, 2.923, 0.054)  -0.08
C (0.329, 2.134, -1.038)  -0.59
C (2.790, -1.415, -0.132)  -0.39
C (-3.612, 0.337, 4.594)  -1.23
C (0.015, 3.049, -3.413)  -1.50
C (1.252, -1.434, 1.423)  0.21
C (3.861, 3.197, 0.217)  -0.96
C (-0.226, 1.851, -2.458)  0.01
C (1.868, 2.255, -0.967)  0.65
C (0.247, -0.937, 2.443)  -1.02
C (-0.399, 1.180, 1.154)  0.34
C (-2.793, -0.287, 3.475)  0.77
C (1.322, -2.695, 0.937)  -0.51
C (-0.913, -0.044, 1.897)  0.17
H (-0.584, 2.915, -4.314)  0.40
H (3.979, 3.954, 1.006)  0.37
H (4.272, 3.623, -0.691)  0.31
H (-1.560, 1.333, 3.417)  0.24
H (0.686, -3.521, 1.182)  0.46
H (-0.193, -1.758, 2.963)  0.52
H (-1.316, 1.694, -2.409)  0.47
H (1.057, 3.059, -3.736)  0.32
H (-0.322, 4.004, -3.032)  0.36
H (4.361, 2.262, 0.503)  0.28
H (0.804, -0.377, 3.186)  0.27
H (1.809, 3.218, 0.799)  0.28
H (-2.920, 0.384, 5.408)  0.32
H (-3.969, 1.363, 4.370)  0.32
H (-0.095, 3.064, -0.703)  0.40
H (1.295, 0.740, -2.870)  0.41
H (-4.481, -0.272, 4.798)  0.34
H (3.535, -1.098, -0.866)  0.46
H (-0.291, 0.170, -0.592)  0.40
H (2.683, -3.469, -0.499)  0.18
H (-1.548, -0.625, 1.229)  0.40

Calculated values
- structure (SMILES) = CNC(=O)[C@H](NC(=O)[C@@H](Cc1c[nH]cn1)NC(C)=O)[C@@H](C)O
- net charge = 0

=====

Energy relative to the best compared isomer or geometry (same formula, charge and spin), respectively: 0.0; 4.7 kJ/mol.